C5H8S | wB97M-V/def2-TZVPD

Geometry (Å):
C -4.63 -0.69 -0.03
C -3.55 -0.27 -0.31
C 2.74 0.30 0.12
C -0.18 1.35 0.08
C 3.24 -0.89 0.06
S 0.76 0.09 0.48
H -5.60 -0.89 0.40
H -2.60 0.04 -0.71
H 3.04 1.21 0.41
H -0.15 1.87 -0.89
H -0.65 1.91 0.95
H 4.37 -1.22 0.07
H 2.60 -1.70 -0.14
H 0.61 -1.13 -0.50

LUMO level: 0.595 eV
calculated total energy: -593.24154 Eh
molar mass: 100.2 g/mol
energy above the lowest of the compared OMol25 structures with the same formula, charge and spin: 647.7 kJ/mol
highest occupied orbital energy: -7.858 eV